The molecule C3H7N2P3. Source: OMol25; level of theory: the ωB97M-V functional and the def2-TZVPD basis.

```
15
Properties=species:S:1:pos:R:3:forces:R:3:mulliken_charge:R:1
P 3.8258 0.0851 0.0917 0.0 -1.1 -0.3 -0.09
P 1.8316 -0.6222 0.6832 0.0 -1.4 1.4 -0.06
P 0.8177 1.0170 -0.2919 -2.3 0.0 1.1 -0.10
N -0.8898 0.3464 -0.1131 0.9 1.5 0.7 0.13
C -1.2677 -0.9496 -0.2864 -0.5 -0.5 -0.7 -0.25
C -2.6189 -0.9689 -0.0603 0.3 -3.1 -1.1 -0.38
N -3.0697 0.2152 0.2700 -1.3 1.5 0.8 -0.60
C -2.0345 0.9860 0.2682 0.2 1.3 0.2 -0.09
H 3.4331 1.3595 0.3217 0.1 1.7 0.2 0.07
H 3.3602 0.1449 -1.2623 0.3 -0.1 0.2 0.07
H 1.8102 -0.3509 2.1211 0.2 0.3 -1.0 0.09
H 0.9271 0.1698 -1.3455 0.5 -0.2 -1.6 0.09
H -0.6128 -1.6558 -0.7451 0.2 -0.4 0.1 0.36
H -3.3265 -1.7757 -0.2201 0.4 -0.1 0.1 0.38
H -2.1857 1.9992 0.5688 0.8 0.6 -0.1 0.38
```
Positions in Å, forces in eV/Å.

## Properties
* LUMO: 0.48 eV
* maximum force: 0.063 Eh/bohr
* HOMO level: -8.60 eV
* DFT total energy: -1252.028965 Ha
* relative energy (zero: lowest compared OMol25 entry of this formula, charge and spin): 0.0 kJ/mol
* SMILES: [PH2]#[PH]Pn1ccnc1
* gap between HOMO and LUMO: 9.075 eV

***

The molecule C3H8O2. Source: OMol25; level of theory: the ωB97M-V functional and the def2-TZVPD basis.

```
13
Properties=species:S:1:pos:R:3:forces:R:3:mulliken_charge:R:1
O -0.8868 1.3128 0.7276 0.1 0.0 0.2 -0.58
C -1.2626 0.0422 0.1822 -0.1 -0.3 -0.1 -0.41
C -0.1579 -0.5717 -0.6865 0.0 0.1 0.0 -0.50
C 1.2391 -0.4125 -0.0831 -0.1 -0.4 0.0 -0.45
O 1.7204 0.9079 -0.2155 -0.1 0.2 0.1 -0.53
H -0.5861 1.1804 1.6350 -0.1 0.0 -0.2 0.32
H -2.1590 0.2140 -0.4236 0.1 0.0 0.1 0.29
H -1.5416 -0.6419 0.9968 0.1 0.1 -0.1 0.31
H -0.1356 -0.0844 -1.6691 -0.1 -0.1 0.1 0.29
H -0.3932 -1.6320 -0.8589 0.1 0.2 0.1 0.33
H 1.2354 -0.7377 0.9750 0.0 0.1 -0.2 0.25
H 1.9504 -1.0603 -0.6070 -0.1 0.1 0.1 0.31
H 0.9775 1.4830 0.0269 0.2 0.0 -0.1 0.37
```
Positions in Å, forces in eV/Å.

## Properties
* LUMO: 0.80 eV
* maximum force: 0.009 Eh/bohr
* HOMO level: -10.11 eV
* DFT total energy: -269.563516 Ha
* relative energy (zero: lowest compared OMol25 entry of this formula, charge and spin): 82.4 kJ/mol
* SMILES: OCCCO
* gap between HOMO and LUMO: 10.904 eV

***

A cluster of 2 separate species, C3H10NO2 in total. Source: OMol25; level of theory: the ωB97M-V functional and the def2-TZVPD basis.

```
16
Properties=species:S:1:pos:R:3:forces:R:3:mulliken_charge:R:1
C 0.4782 -2.2535 -0.5760 -0.8 -0.2 2.3 -0.64
C 0.5764 1.0562 0.7700 -4.5 1.5 0.3 -0.26
C -0.1286 1.2359 -0.5216 -1.9 0.6 -1.5 0.20
N -0.2954 1.1806 1.9233 1.6 -0.7 1.0 -0.47
O -1.4285 1.2281 -0.6803 2.9 -0.7 3.7 -0.31
O -0.2018 -1.3024 -1.3966 0.2 -0.1 0.2 -0.47
H 1.4557 -1.8458 -0.4033 0.6 0.0 0.0 0.25
H 0.5883 -3.2455 -1.0316 -0.2 0.3 0.0 0.34
H -0.0067 -2.3526 0.5019 0.7 0.1 -2.2 0.28
H 1.1549 1.9239 0.7665 1.9 1.5 -0.4 0.33
H 1.1794 0.2103 0.7257 1.3 -1.8 -0.1 0.26
H 0.3831 1.6541 -1.4146 0.3 -0.9 0.6 0.35
H -0.9701 -1.7402 -1.7665 -0.2 0.0 -0.1 0.30
H -1.2821 1.3438 1.8369 0.1 0.1 0.1 0.21
H 0.2151 1.4516 2.8004 -1.3 -0.4 -1.5 0.23
H -1.7179 1.4556 -1.5341 -0.5 0.6 -2.3 0.41
```
Positions in Å, forces in eV/Å.

## Properties
* LUMO: -5.77 eV
* net charge: +1
* maximum force: 0.093 Eh/bohr
* HOMO level: -13.73 eV
* DFT total energy: -325.187532 Ha
* relative energy (zero: lowest compared OMol25 entry of this formula, charge and spin): 341.3 kJ/mol
* gap between HOMO and LUMO: 7.967 eV